Entry 1:
{"formula": "C8H18OSi", "method": "the ωB97M-V functional and the def2-TZVPD basis", "species": ["Si", "O", "C", "C", "C", "C", "C", "C", "C", "C", "H", "H", "H", "H", "H", "H", "H", "H", "H", "H", "H", "H", "H", "H", "H", "H", "H", "H"], "coordinates": [[-0.9027, -0.7071, -0.2047], [1.1020, 0.4091, 2.6998], [-1.0747, 2.1222, -0.7949], [2.1301, 0.4487, 1.7658], [2.4088, 1.4817, -0.6219], [-2.5320, -1.4397, -1.0938], [0.5206, -0.9923, -1.4073], [-0.9892, 1.0997, 0.2495], [1.7615, 1.1009, 0.4391], [-0.7825, -1.9349, 1.2812], [0.1905, -0.3379, -2.3371], [0.8155, -1.9821, -1.7238], [0.2460, -1.6922, 1.5658], [2.8280, 1.1840, 2.1249], [3.4549, 1.7582, -0.6484], [-2.4457, -2.6144, -1.3026], [-0.6763, 1.6629, -1.7175], [1.3330, -0.4370, -1.1247], [0.2889, -0.0930, 2.3734], [-2.2703, -1.1256, -2.0987], [-1.3048, 1.4559, 1.1228], [2.6148, -0.4857, 1.6590], [-3.5492, -1.3398, -0.7003], [-1.4696, -1.7693, 2.0892], [-2.0887, 2.3032, -1.0294], [1.8781, 1.9052, -1.3802], [-0.8007, -3.0582, 1.1781], [-0.6864, 3.0776, -0.3633]], "e_tot_ev": -18507.23325, "homo_lumo_gap_ev": [8.116, 8.492], "relative_energy_kcal_mol": 137.01, "e_homo_ev": [-8.14, -8.45]}

Entry 2:
{"formula": "C8H19AgNO5", "method": "the ωB97M-V functional and the def2-TZVPD basis", "species": ["Ag", "O", "O", "O", "O", "O", "N", "C", "C", "C", "C", "C", "C", "C", "C", "H", "H", "H", "H", "H", "H", "H", "H", "H", "H", "H", "H", "H", "H", "H", "H", "H", "H", "H"], "coordinates": [[1.4923, -12.5138, 10.2046], [-2.2685, -11.2228, 5.7254], [1.2815, -14.8525, 10.4090], [4.0191, -12.6185, 10.9324], [-0.5293, -12.8271, 11.5660], [3.8469, -12.6586, 14.1825], [-0.0352, -11.2710, 8.6854], [-0.9929, -13.9980, 11.0487], [0.0118, -15.1654, 10.7961], [4.3952, -11.7233, 11.9043], [-1.8610, -10.9462, 7.0583], [3.7596, -11.6460, 13.3160], [-0.6314, -11.7585, 7.4397], [-3.2652, -10.3745, 5.2719], [-0.8795, -13.2504, 7.4992], [-1.5555, -13.8237, 10.0766], [-1.7801, -14.4088, 11.7409], [-0.8152, -13.6875, 6.4896], [5.5182, -11.7873, 12.0386], [-1.5648, -9.8836, 7.1252], [-4.2646, -10.6092, 5.6736], [-3.1325, -9.3198, 5.5742], [0.1020, -11.5212, 6.6588], [-3.2567, -10.3873, 4.1806], [0.0979, -15.6522, 11.8126], [0.1475, -10.2745, 8.6493], [-1.8813, -13.5220, 7.8298], [4.0901, -10.6339, 13.7312], [-0.0827, -13.7780, 8.0304], [2.6675, -11.4371, 13.0878], [-2.6972, -11.0245, 7.7695], [-0.4629, -15.9811, 10.1718], [4.2489, -10.6697, 11.5000], [-0.6815, -11.4318, 9.4662]], "e_tot_ev": -24318.76553, "charge": -3, "homo_lumo_gap_ev": 1.203, "e_homo_ev": 4.34}

Entry 3:
{"formula": "C8H19Cl3I2NOPtSbSi", "method": "the ωB97M-V functional and the def2-TZVPD basis", "species": ["Pt", "I", "I", "Sb", "Cl", "Cl", "Cl", "Si", "O", "N", "C", "C", "C", "C", "C", "C", "C", "C", "H", "H", "H", "H", "H", "H", "H", "H", "H", "H", "H", "H", "H", "H", "H", "H", "H", "H", "H"], "coordinates": [[-1.6218, -2.3010, 0.6310], [-0.9342, -1.4475, 2.9332], [-0.4739, -4.6553, -0.2649], [-0.6714, 0.5346, 0.1430], [-3.4554, 0.1110, -0.6642], [-5.2673, -1.9755, 1.0305], [-3.9611, -2.8229, -1.9655], [-3.7202, -1.8912, -0.2105], [1.2034, -1.8281, -0.3821], [3.3301, -2.5666, -0.3013], [2.0010, -2.7469, -0.3158], [1.6099, -4.1958, -0.2266], [-2.0807, 2.9364, 1.5874], [1.8201, 2.0127, 1.1912], [-1.4734, 2.5453, 0.2352], [1.0545, 0.7283, 1.4724], [-0.1554, 0.6230, -1.9561], [0.5840, 1.9079, -2.3253], [2.6526, 2.0652, 1.8991], [2.0254, -4.7435, -1.0681], [1.2159, 2.9072, 1.3484], [1.6290, -0.1794, 1.2971], [1.9834, -4.6173, 0.7018], [0.6309, 0.6901, 2.4697], [0.4304, -0.2653, -2.1478], [3.9756, -3.3378, -0.2556], [-0.5956, 3.1438, -0.0228], [-1.3736, 2.8275, 2.4125], [1.5156, 2.0390, -1.7756], [-2.3558, 3.9913, 1.5532], [0.8449, 1.8442, -3.3836], [3.7189, -1.6431, -0.3933], [-2.9886, 2.3739, 1.8114], [-1.1131, 0.5392, -2.4719], [-2.2044, 2.5549, -0.5711], [-0.0296, 2.7973, -2.2038], [2.2496, 2.0444, 0.1888]], "e_tot_ev": -83560.03850, "charge": 2, "homo_lumo_gap_ev": 6.202, "relative_energy_kcal_mol": 46.92, "e_homo_ev": -15.49}

Entry 4:
{"formula": "C8H19N3O", "method": "the ωB97M-V functional and the def2-TZVPD basis", "species": ["O", "N", "N", "N", "C", "C", "C", "C", "C", "C", "C", "C", "H", "H", "H", "H", "H", "H", "H", "H", "H", "H", "H", "H", "H", "H", "H", "H", "H", "H", "H"], "coordinates": [[-0.3995, 1.8400, -1.8615], [-2.4289, 0.5402, 0.7824], [-0.9406, -0.6159, 2.1305], [-3.0994, -1.6688, -0.6447], [-0.2776, 0.4502, -2.2682], [-2.2482, -1.9042, 0.5183], [0.8707, 1.2038, -1.7418], [-1.8974, -0.5772, 1.1246], [-0.6772, 0.5951, 2.9275], [2.6835, 0.1115, -0.3846], [1.3854, 0.8870, -0.3554], [3.8040, 0.7928, -1.1312], [-3.0355, -2.4107, -1.3264], [-1.0180, -1.4614, 2.7040], [3.5001, 1.1630, -2.1197], [-3.0938, 0.3983, 0.0261], [-2.7221, -2.5452, 1.2971], [-0.8262, -0.2327, -1.5936], [4.6559, 0.1272, -1.2917], [4.1443, 1.6755, -0.5561], [-4.0618, -1.7067, -0.3469], [-0.3916, 0.2737, 3.9524], [-1.3379, -2.4640, 0.2494], [1.6224, 1.6324, -2.4286], [2.5079, -0.8696, -0.8331], [0.5915, 0.3198, 0.1695], [2.9980, -0.0945, 0.6636], [-1.5343, 1.2833, 2.9574], [1.4812, 1.8273, 0.1916], [0.2006, 1.1273, 2.5292], [-0.4554, 0.3027, -3.3401]], "e_tot_ev": -15120.39134, "smiles": "[H]/N=C(\\CN)NC.CCC[C@H]1CO1", "homo_lumo_gap_ev": 9.605, "relative_energy_kcal_mol": 21.30, "e_homo_ev": -8.92}

Entry 5:
{"formula": "C8H19N3O5PS", "method": "the ωB97M-V functional and the def2-TZVPD basis", "species": ["S", "P", "O", "O", "O", "O", "O", "N", "N", "N", "C", "C", "C", "C", "C", "C", "C", "C", "H", "H", "H", "H", "H", "H", "H", "H", "H", "H", "H", "H", "H", "H", "H", "H", "H", "H", "H"], "coordinates": [[-0.7752, -1.8484, -5.4512], [-1.9351, 0.2005, -1.2163], [-1.9624, -2.7286, -5.5418], [0.1638, -2.1596, -6.5516], [2.4879, 2.9160, 0.6687], [-1.2004, -0.4290, -5.5479], [-0.0950, -2.0678, -4.1435], [-2.5112, -0.9990, -2.0993], [-1.1519, -0.4526, 0.2732], [2.7188, 0.7780, 1.5460], [-1.5032, 0.9171, 2.2729], [2.7026, -0.5033, 0.7589], [0.3642, 1.7410, 0.6088], [-2.3523, -1.0054, 1.0445], [1.9156, 1.8246, 0.9312], [-0.3815, 0.4523, 1.1905], [-2.1068, -0.5527, 2.5960], [4.1752, 1.1937, 1.5673], [-3.1281, -0.5880, 3.0904], [-0.9303, 0.8559, -2.0103], [3.6766, -0.7311, 0.2226], [0.2378, 1.9144, -0.5046], [-0.1167, 2.6489, 1.1233], [-3.2890, -0.4098, 0.7860], [-1.3225, -1.3251, 2.9112], [4.3602, 2.1121, 2.2019], [0.2920, -0.1879, 1.8663], [2.4299, -1.3373, 1.5045], [4.7153, 0.3125, 2.0746], [-3.0046, 1.1326, -0.9097], [-2.6031, -2.1061, 0.8966], [-2.3403, -1.8906, -1.6099], [-0.6288, -1.3345, 0.0736], [-1.0175, 1.4317, 3.1599], [1.8417, -0.4772, 0.0088], [-2.3208, 1.4523, 1.6942], [4.5950, 1.2506, 0.5141]], "e_tot_ev": -43428.60990, "charge": -1, "homo_lumo_gap_ev": 2.377, "relative_energy_kcal_mol": 44.14, "e_homo_ev": -1.41}

Entry 6:
{"formula": "C8H19N5S", "method": "the ωB97M-V functional and the def2-TZVPD basis", "species": ["S", "N", "N", "N", "N", "N", "C", "C", "C", "C", "C", "C", "C", "C", "H", "H", "H", "H", "H", "H", "H", "H", "H", "H", "H", "H", "H", "H", "H", "H", "H", "H", "H"], "coordinates": [[-3.4745, -0.6327, -1.2950], [4.9819, -0.5394, -0.1740], [3.2562, -2.0251, -0.9660], [-5.1839, -1.1039, 0.6312], [-2.9802, -0.5882, 1.3248], [2.7833, -0.2258, 0.4186], [3.6653, -1.0201, -0.2838], [1.4329, -0.6424, 0.5689], [-3.8585, -0.7820, 0.4223], [0.6119, 0.4089, 1.2276], [-0.0438, 1.7535, -0.8893], [-1.7085, -0.1666, -1.2157], [-1.5413, 1.3288, -1.0025], [0.5571, 1.7775, 0.5072], [1.5670, 2.2126, 0.5365], [-2.0812, 1.6183, -0.0765], [-0.0134, 2.7722, -1.3749], [4.0387, -2.3531, -1.5301], [1.3016, -1.6018, 1.0523], [0.4691, 1.1173, -1.6856], [-0.4832, -0.0007, 1.3381], [-1.2994, -0.4681, -2.2052], [-5.4502, -1.5503, 1.5236], [-1.1785, -0.6260, -0.4113], [-2.0260, 1.9202, -1.7803], [3.1676, 0.1264, 1.2705], [0.8943, 0.5676, 2.2806], [4.9994, 0.4779, -0.1952], [-0.0432, 2.4542, 1.1291], [-5.6006, -1.5942, -0.1532], [-3.3820, -0.7450, 2.2590], [0.9919, -0.8656, -0.4149], [5.6301, -1.0046, -0.8368]], "e_tot_ev": -26890.26415, "smiles": "[H]/N=C(\\N)NCCCCCCS/C(N)=N/[H]", "homo_lumo_gap_ev": 9.622, "relative_energy_kcal_mol": 0.00, "e_homo_ev": -8.88}